Record 1
This record from the Open Molecules 2025 dataset describes C2H10NS as an isolated structure in a non-equilibrium geometry. The level of theory is wB97M-V/def2-TZVPD.

```
14
Properties=species:S:1:pos:R:3:forces:R:3
N -2.018857 -0.330043 -0.715048 0.314 0.360 0.199
H -1.635666 -0.781533 -1.546030 -0.052 0.035 0.063
H -2.358275 -1.053073 -0.087555 -0.026 -0.050 0.109
H -1.137705 0.344287 -0.227323 -0.395 -0.637 -0.775
H -2.808352 0.245997 -1.000762 -0.010 0.054 0.018
C 1.590806 0.226771 -0.917360 -0.249 -0.364 0.405
S 0.421727 1.126696 0.147395 0.343 -0.203 0.599
C 0.604656 0.183530 1.704444 -0.029 -0.228 -0.574
H 1.654414 -0.816418 -0.602473 -0.207 0.026 -0.046
H 2.588125 0.640311 -0.801757 -0.076 0.267 -0.271
H 1.206935 0.271054 -1.932863 0.318 0.165 -0.108
H -0.197718 0.510382 2.360783 0.303 0.181 0.254
H 0.481639 -0.886782 1.522994 -0.089 0.085 -0.153
H 1.608272 0.318819 2.095549 -0.144 0.311 0.280
```
Forces are in eV/Å.

Results
HOMO level = -13.85 eV
Kohn-Sham gap = 10.2967 eV
Energy = -534.88186 Ha
Net charge = +1
LUMO = -3.56 eV


Record 2
This record from the Open Molecules 2025 dataset describes a 2-piece molecular cluster, C2H10NS overall in a non-equilibrium geometry. The level of theory is wB97M-V/def2-TZVPD.

```
14
Properties=species:S:1:pos:R:3:forces:R:3
N -2.576611 0.170761 0.156589 0.222 0.801 0.082
H -2.512131 0.981881 0.780481 -0.348 0.034 -0.051
H -3.423249 -0.359891 0.357606 0.169 -0.260 0.100
H -2.611337 0.522870 -0.803082 0.068 -0.141 0.007
H -1.660836 -0.292090 0.347906 -0.048 -0.319 -0.098
C 1.448663 0.050571 -1.152416 -0.444 -0.090 -0.296
C 1.843094 -0.132740 0.301955 -0.776 0.866 0.349
S 0.398570 0.181664 1.444998 0.133 -0.430 -0.205
H 1.521851 1.100681 -1.408998 0.049 0.165 -0.205
H 0.414916 -0.247440 -1.360044 0.083 -0.084 0.214
H 2.038551 -0.525931 -1.860460 0.373 0.043 0.165
H 2.252755 -1.091948 0.564422 0.133 -0.267 0.006
H 2.501011 0.673052 0.619593 0.417 -0.341 -0.160
H 0.364751 -1.031444 2.011450 -0.031 0.021 0.093
```
Forces are in eV/Å.

Results
HOMO level = -13.44 eV
Kohn-Sham gap = 9.5318 eV
Energy = -534.87753 Ha
Net charge = +1
LUMO = -3.91 eV


Record 3
This record from the Open Molecules 2025 dataset describes a 3-piece molecular cluster, C2H10O2S2 overall in a non-equilibrium geometry. The level of theory is wB97M-V/def2-TZVPD.

```
16
Properties=species:S:1:pos:R:3:forces:R:3
C -0.243704 -2.577492 -0.099016 -0.277 0.129 -0.620
S 0.394625 -1.131303 -1.044984 -0.965 -1.910 -2.070
S 0.724908 0.521860 -0.091363 1.319 2.875 1.935
C -0.521794 1.205136 1.116554 -0.274 -2.349 1.418
H -1.268604 -2.728726 -0.553885 1.009 -0.095 0.918
H 0.409576 -3.472503 -0.261805 -0.494 0.852 0.182
H -0.263283 -2.256138 0.938001 -0.290 -0.411 0.252
H -0.067391 1.759250 1.987360 0.048 -0.356 -1.268
H -1.458460 1.626070 0.810391 -0.153 0.675 -0.851
H -0.861169 0.239805 1.563587 0.064 0.646 0.128
H 4.241752 2.665916 -1.137208 -0.520 -0.299 0.367
H 3.677587 1.662209 0.010569 1.026 0.811 -1.287
O 4.474749 1.975271 -0.505919 -0.587 -0.581 0.911
H -6.217367 0.325541 1.050891 0.115 0.295 -0.082
H -5.139732 -0.583284 1.551432 0.345 1.104 -0.305
O -5.271306 0.368116 1.270541 -0.366 -1.386 0.373
```
Forces are in eV/Å.

Results
Multiplicity = 2
HOMO level (alpha / beta) = 0.89 / -4.83 eV
Kohn-Sham gap (alpha / beta) = 2.0204 / 7.6970 eV
Energy = -1028.96019 Ha
Net charge = -1
LUMO (alpha / beta) = 2.92 / 2.87 eV


Record 4
This record from the Open Molecules 2025 dataset describes a 3-piece molecular cluster, C2H10O2S2 overall in a non-equilibrium geometry. The level of theory is wB97M-V/def2-TZVPD.

```
16
Properties=species:S:1:pos:R:3:forces:R:3
C -0.371777 0.725418 -2.199330 0.859 0.936 2.339
S -0.260988 -0.866101 -1.311051 2.105 0.997 -1.232
S 1.238539 -0.434974 0.151551 -0.153 -0.566 2.578
C 2.829645 0.615391 0.408118 0.888 0.411 -0.122
H 0.466931 1.265829 -2.664017 0.379 -1.090 0.348
H -0.714811 1.345735 -1.373859 -0.215 0.583 -0.345
H -1.097891 0.672957 -2.923466 -1.966 -0.380 -1.598
H 3.343807 0.654888 -0.603708 -0.273 0.250 1.565
H 3.473173 -0.023672 1.197315 -1.731 1.180 -2.045
H 2.660259 1.682151 0.901762 -0.031 -2.346 -1.397
O -1.805988 1.254544 1.657816 -0.689 -2.030 -0.120
H -1.288913 0.407817 1.518988 -0.644 1.498 0.132
H -2.745901 0.931338 1.728419 1.433 0.579 -0.108
O -1.883029 -3.107461 0.991016 3.364 0.572 0.118
H -2.663479 -2.682295 1.243048 -2.111 0.897 0.556
H -1.179578 -2.441564 1.277400 -1.215 -1.490 -0.668
```
Forces are in eV/Å.

Results
SMILES = CSSC.O.O
HOMO level = -8.18 eV
Kohn-Sham gap = 7.4528 eV
Energy = -1028.95572 Ha
LUMO = -0.73 eV


Record 5
This record from the Open Molecules 2025 dataset describes a 3-piece molecular cluster, C2H10O2S2 overall in a non-equilibrium geometry. The level of theory is wB97M-V/def2-TZVPD.

```
16
Properties=species:S:1:pos:R:3:forces:R:3
C 1.224247 -1.525623 -0.718677 -0.417 -0.935 0.042
S 1.743383 0.161481 -0.936360 0.071 0.279 0.223
S -0.048320 1.181414 -1.364069 0.174 0.014 -0.309
C -1.399416 0.108306 -0.884252 -0.249 0.185 0.703
H 0.576512 -1.879912 -1.525049 0.253 0.081 -0.078
H 2.106610 -2.179180 -0.685313 -0.072 0.392 -0.114
H 0.686053 -1.680770 0.218644 0.046 0.198 0.025
H -2.278059 0.652149 -1.223390 -0.087 -0.061 -0.278
H -1.357345 -0.865911 -1.341623 -0.045 -0.198 -0.389
H -1.533707 -0.018329 0.187855 0.374 0.143 0.144
O -0.397713 0.968154 3.250325 0.381 -0.185 -0.461
H -0.084057 1.538518 3.955494 -0.413 -0.045 0.140
H -1.307111 0.695710 3.399026 0.041 0.148 0.263
O -2.060007 -1.455703 2.123492 -0.029 -0.148 -0.060
H -1.445996 -2.145475 2.402559 -0.050 0.130 -0.018
H -2.436229 -1.774691 1.294347 0.021 0.001 0.166
```
Forces are in eV/Å.

Results
SMILES = CSSC.O.O
HOMO level = -7.64 eV
Kohn-Sham gap = 8.0749 eV
Energy = -1029.02488 Ha
LUMO = 0.43 eV


Record 6
This record from the Open Molecules 2025 dataset describes a 3-piece molecular cluster, C2H10O2S2 overall in a non-equilibrium geometry. The level of theory is wB97M-V/def2-TZVPD.

```
16
Properties=species:S:1:pos:R:3:forces:R:3
C 1.518454 1.338737 -0.955161 -0.236 -1.477 -0.222
C 0.081502 0.741375 -1.182661 0.873 1.028 0.040
S 0.291330 -0.910986 -1.844481 0.990 0.027 0.687
S -1.576660 -1.555789 -2.318588 -1.254 -1.059 -0.355
H 1.547232 2.343823 -1.359012 0.227 0.136 0.226
H 2.251166 0.698451 -1.480620 -0.214 0.529 -0.116
H 1.834846 1.264049 0.086623 -0.294 0.388 -0.001
H -0.325630 1.261232 -2.052373 -0.504 0.364 0.583
H -0.499654 0.864182 -0.241494 0.038 -0.414 -0.905
H -2.416763 -0.539381 -2.101661 0.377 0.469 0.125
O -2.261298 -0.770610 1.799337 -0.292 0.276 0.197
H -2.111600 0.179399 1.899729 0.095 -0.333 -0.051
H -1.530745 -1.104934 1.276842 0.269 0.030 -0.135
O 0.968685 -0.927646 2.700035 -0.194 0.255 -0.096
H 0.424940 -1.511299 3.241232 0.199 -0.031 -0.091
H 1.804188 -1.370604 2.532259 -0.078 -0.188 0.113
```
Forces are in eV/Å.

Results
SMILES = CCSS.O.O
HOMO level = -8.05 eV
Kohn-Sham gap = 8.6038 eV
Energy = -1029.01857 Ha
LUMO = 0.56 eV


Record 7
This record from the Open Molecules 2025 dataset describes a 4-piece molecular cluster, C2H10O5 overall in a non-equilibrium geometry. The level of theory is wB97M-V/def2-TZVPD.

```
17
Properties=species:S:1:pos:R:3:forces:R:3
C -0.223140 2.638359 -0.156589 -1.083 -0.917 -1.833
C 0.307419 1.245967 -0.673798 -1.292 1.350 2.441
O 0.638721 0.331012 0.047624 -0.010 0.065 -0.315
O 0.357665 1.293871 -1.954660 0.874 -2.004 -3.210
H -1.085861 3.106871 -0.868430 2.204 -1.240 1.973
H 0.686278 3.192575 -0.238297 0.413 1.069 -0.194
H -0.435112 2.571767 0.899527 -0.551 0.018 0.096
H 0.729258 0.418970 -2.408139 -0.558 1.942 1.188
O 0.647536 -3.165281 2.660495 1.718 0.923 1.679
H 1.336370 -2.461247 2.528038 -1.385 -1.109 -0.358
H 0.138921 -3.327486 1.891528 -0.344 0.225 -1.355
O -2.920646 -0.572491 3.048923 -3.376 0.109 1.698
H -2.494667 0.187736 3.363788 0.902 1.626 0.704
H -2.342525 -0.968413 2.482348 2.500 -1.731 -2.403
O 1.320236 -0.815002 -3.216432 0.153 -3.219 -2.946
H 0.599430 -1.510237 -3.423443 1.463 1.710 0.764
H 2.014139 -1.093366 -3.932204 -1.628 1.183 2.071
```
Forces are in eV/Å.

Results
SMILES = CC(=O)O.O.O.O
HOMO level = -10.02 eV
Kohn-Sham gap = 9.9423 eV
Energy = -458.38101 Ha
LUMO = -0.08 eV


Record 8
This record from the Open Molecules 2025 dataset describes C2H11BeN6 as an isolated structure in a non-equilibrium geometry. The level of theory is wB97M-V/def2-TZVPD.

```
20
Properties=species:S:1:pos:R:3:forces:R:3
C -0.665678 1.368416 -2.076508 0.333 2.967 -1.975
Be -0.430249 0.025880 -1.135221 -2.715 -5.990 3.287
N 0.392418 -1.247383 -1.993691 0.520 -0.564 0.124
H -1.726079 -0.505409 -0.922807 -0.223 -0.064 -0.242
H 0.430452 0.857827 -1.307646 1.538 3.526 -1.748
H -0.916095 2.312649 -1.575573 0.157 -0.256 -0.062
H -1.621802 0.928746 -2.443099 0.440 -0.016 0.271
H -0.092374 1.586052 -2.995455 0.061 -0.026 0.701
H 0.031922 -2.138146 -1.645662 -0.046 0.102 -0.101
H 1.403967 -1.212744 -1.822537 -0.240 0.033 -0.224
H 0.244667 -1.221763 -3.000157 -0.013 -0.011 -0.109
N 0.093097 0.831725 3.789315 1.003 1.198 0.030
N 0.081636 0.111409 2.596098 -0.601 -1.841 1.198
N 0.973515 -0.907670 2.428864 0.576 -0.387 -0.571
C 0.952801 -1.044773 1.108019 -0.625 0.968 0.314
N 0.157025 -0.129897 0.495812 1.327 -1.137 0.156
N -0.327401 0.681502 1.467424 -0.923 1.832 -0.959
H -0.781523 1.337152 3.871232 -0.037 -0.447 0.068
H 0.279135 0.190571 4.547420 -0.386 -0.095 -0.114
H 1.520569 -1.824143 0.614173 -0.148 0.206 -0.044
```
Forces are in eV/Å.

Results
HOMO level (alpha / beta) = -0.25 / -0.87 eV
Kohn-Sham gap (alpha / beta) = 3.7111 / 4.3592 eV
Energy = -425.86443 Ha
Net charge = -1
LUMO (alpha / beta) = 3.46 / 3.49 eV